Entry 1:
Below is a molecular structure, C4H10FN, with properties calculated with ωB97M-V/def2-TZVPD.

```
16
Properties=species:S:1:pos:R:3:forces:R:3
C 1.07204 1.34540 0.09129 -0.514 0.217 1.029
C 1.47464 -1.24466 -0.08772 -0.317 3.074 -2.700
C -0.80667 -0.33002 0.51995 -0.346 1.626 2.053
C -2.10282 0.10442 -0.34022 9.772 5.294 -3.702
H 0.22720 2.17180 0.01037 1.800 -1.624 0.795
H 1.71383 1.28746 1.12720 -1.679 0.637 -2.177
H 1.76027 1.59475 -0.73903 -0.110 -0.260 0.535
H 1.86048 -1.13351 -1.59648 -0.416 -0.905 4.754
H 2.53168 -1.07126 0.83025 -3.565 -0.741 -3.070
H 0.67439 -2.10115 0.02322 2.574 1.303 -0.045
H -0.72515 -0.01377 1.70360 -0.616 -0.536 -2.722
H -1.01092 -1.42091 0.49443 0.760 0.456 0.247
H -1.66340 -0.29173 -1.28274 -1.500 -0.803 -0.149
H -2.25374 1.19987 -0.65255 1.633 -0.540 0.623
N 0.45108 0.04797 -0.20054 0.662 -3.181 1.081
F -3.20292 -0.14464 0.09899 -8.135 -4.020 3.448
```
Forces are in eV/Å.

Calculated values
HOMO	-8.6	eV
orbital gap	9.34	eV
total charge	0
electronic energy	-8511.1697	eV

Mulliken population analysis, charges in e, atoms 1 to 5: -0.841 -0.674 -0.511 -0.362 0.266

Entry 2:
Below is 2 unconnected molecules or ions with the total composition C5H10INO5PS2, with properties calculated with ωB97M-V/def2-TZVPD.

```
25
Properties=species:S:1:pos:R:3:forces:R:3
O 4.44158 3.16613 0.98068 -1.482 -1.271 -0.377
P 3.82609 1.68338 0.42272 1.675 0.128 -0.697
I 3.63268 0.27862 2.42247 -0.365 0.673 -0.060
C 2.09208 2.10791 -0.24843 -2.182 0.994 2.108
C 1.27176 3.17342 0.62399 2.732 1.295 1.681
N 0.11957 2.65229 1.39598 0.513 -1.322 -2.075
C -0.12791 1.39124 1.15470 1.025 0.763 -0.398
S 0.98260 0.64520 -0.03462 -1.473 0.124 0.507
H 4.05902 3.85909 0.42453 0.302 0.317 0.115
H 2.21738 2.52630 -1.27221 -0.317 -0.894 0.459
H 2.00269 3.37729 1.45299 -0.547 0.410 -0.597
H 1.14143 4.15062 0.11899 -0.668 -0.768 0.187
H -0.39368 3.23007 2.05594 0.056 -0.156 -0.126
H -0.95427 0.92930 1.72280 0.637 -0.417 -0.736
C -1.61422 -3.23814 -1.96783 0.439 -0.481 0.055
C -2.50225 -4.10755 -1.09696 -0.391 -0.096 -0.560
O -2.56253 -3.42258 0.16049 0.535 0.863 0.041
S -2.47990 -1.83415 -0.09743 -0.583 -0.820 -0.585
O -3.80076 -1.29748 -0.08895 0.911 0.135 0.191
O -1.43460 -1.29888 0.72247 -0.373 0.131 -0.072
O -1.96258 -1.89038 -1.62505 -0.394 0.081 0.672
H -0.55831 -3.38936 -1.73157 -0.035 -0.022 -0.022
H -1.77634 -3.41310 -3.02913 -0.104 0.246 0.038
H -2.10356 -5.11079 -0.96708 0.035 0.112 0.267
H -3.51596 -4.16843 -1.49950 0.052 -0.025 -0.014
```
Forces are in eV/Å.

Calculated values
HOMO	-12.0	eV
orbital gap	7.69	eV
total charge	+1
electronic energy	-56126.7818	eV

Mulliken population analysis, charges in e, atoms 1 to 5: -0.481 0.257 0.026 -0.328 -0.739

Entry 3:
Below is a molecular structure, C40H40IrN5O3S3Si, with properties calculated with ωB97M-V/def2-TZVPD.

```
93
Properties=species:S:1:pos:R:3:forces:R:3
Ir 0.61072 -1.24805 0.93243 -0.282 -0.072 -0.114
S 0.67450 0.25335 5.08802 0.028 -0.035 0.044
C 0.11667 -1.36648 5.18737 0.010 0.026 0.015
C 0.08900 -1.98799 3.97605 0.068 -0.048 -0.033
C 0.53270 -1.13709 2.92461 -0.048 0.201 0.112
C 0.88905 0.10881 3.40151 -0.009 -0.034 -0.048
C 1.37010 1.10694 2.46804 0.035 -0.067 -0.005
C 1.90547 2.34341 2.78201 -0.003 0.049 -0.027
C 2.36260 3.15756 1.75818 -0.005 -0.009 0.043
C 2.27513 2.71778 0.44895 0.002 -0.020 -0.025
C 1.72018 1.47708 0.19465 -0.085 0.067 -0.007
N 1.28088 0.69609 1.17946 0.032 -0.005 0.035
H -0.17871 -1.76627 6.14445 -0.002 -0.003 -0.003
H -0.24396 -3.00816 3.84453 -0.016 0.005 0.004
H 1.96556 2.65455 3.81602 0.000 -0.003 0.002
H 2.78028 4.13007 1.98227 0.002 0.005 -0.001
H 2.61549 3.32544 -0.37629 0.002 -0.007 -0.004
H 1.59427 1.10273 -0.81126 0.027 0.002 -0.005
C 3.83612 -1.69124 2.85369 -0.001 -0.002 0.001
C 3.83576 -1.61874 1.35625 -0.067 -0.092 -0.002
C 5.02061 -1.63228 0.65267 0.011 -0.026 -0.050
C 4.99721 -1.61650 -0.74556 0.062 0.002 0.043
C 3.81229 -1.58269 -1.43432 -0.112 0.008 -0.014
C 2.61838 -1.55324 -0.68881 0.087 0.000 0.128
N 2.66890 -1.59855 0.67878 0.075 0.076 -0.050
N 1.34151 -1.44064 -1.07800 0.049 -0.009 -0.042
Si 0.71116 -1.73851 -2.68830 -0.021 0.062 -0.041
C 0.99687 -0.22179 -3.73719 0.016 -0.025 0.004
C 1.53821 -3.24117 -3.43879 -0.008 -0.011 -0.003
C -1.11014 -2.11949 -2.55007 0.005 0.000 0.032
H 4.32259 -2.61319 3.17543 0.019 0.009 -0.005
H 2.83363 -1.66984 3.26587 -0.010 -0.007 0.001
H 4.40638 -0.86089 3.27164 -0.016 0.009 0.004
H 5.95565 -1.66685 1.19292 0.002 0.000 -0.001
H 5.93158 -1.62369 -1.29267 0.001 0.000 0.002
H 3.78188 -1.54061 -2.51273 -0.010 0.001 -0.007
H 2.06626 -0.05121 -3.88989 -0.005 0.013 0.004
H 0.58753 0.67315 -3.26108 -0.008 0.009 -0.018
H 0.53962 -0.32457 -4.72427 -0.005 -0.020 0.001
H 2.57709 -3.08317 -3.72797 0.010 0.006 0.009
H 0.99345 -3.53444 -4.33989 0.003 -0.001 -0.006
H 1.50545 -4.08776 -2.74771 0.002 0.001 -0.002
H -1.66733 -1.36544 -1.99302 0.012 -0.039 -0.011
H -1.27797 -3.09227 -2.08045 -0.007 0.008 0.006
H -1.53919 -2.16915 -3.55415 0.004 0.005 -0.007
O -1.27272 1.38894 1.51464 0.031 -0.017 -0.023
S -2.23049 0.35839 1.25249 0.000 0.107 0.035
O -3.16164 -0.02002 2.27222 -0.022 0.021 -0.035
N -1.36427 -1.00540 0.79304 0.024 -0.216 0.128
C -2.09755 -2.20806 0.67833 -0.013 0.055 -0.040
C -3.46142 -2.36117 0.55593 0.069 -0.030 -0.004
C -4.02977 -3.64239 0.40812 -0.005 0.025 0.004
C -3.26594 -4.77333 0.38311 0.005 -0.025 -0.006
C -1.86343 -4.66098 0.51056 0.007 0.004 -0.004
C -0.97642 -5.75852 0.48669 -0.031 -0.007 -0.001
C 0.36976 -5.55049 0.59842 0.027 0.019 -0.004
C 0.84935 -4.24060 0.74225 -0.001 -0.016 -0.007
N 0.03851 -3.20356 0.77800 0.119 -0.010 0.075
C -1.30486 -3.38135 0.66219 -0.010 -0.002 -0.042
C -3.11000 0.80640 -0.20595 -0.053 -0.019 0.054
C -4.48474 0.98823 -0.14727 -0.006 -0.017 -0.023
C -5.15144 1.39653 -1.29293 -0.011 -0.012 0.034
C -4.44422 1.60829 -2.46897 0.018 0.003 -0.020
C -3.06632 1.43306 -2.50578 -0.022 0.000 -0.044
C -2.38711 1.03579 -1.36640 -0.036 0.084 0.011
H -4.12133 -1.51263 0.57692 -0.034 0.053 0.000
H -5.10465 -3.71650 0.31362 -0.001 0.001 0.000
H -3.71397 -5.75120 0.26748 0.001 0.000 0.002
H -1.37595 -6.75866 0.37366 0.003 0.001 0.001
H 1.07346 -6.36967 0.57707 0.002 0.002 0.000
H 1.90714 -4.02904 0.82495 -0.006 -0.008 0.010
H -5.01276 0.81591 0.78174 0.004 0.005 -0.002
H -6.22200 1.54846 -1.26671 0.000 -0.005 -0.001
H -4.97119 1.91746 -3.36249 0.003 0.001 0.004
H -2.51430 1.61108 -3.41914 0.018 0.002 0.003
H -1.31032 0.94376 -1.37481 0.053 -0.005 -0.018
C -1.33031 4.73761 -3.00673 0.014 0.007 -0.030
S 0.23937 4.17927 -2.33602 -0.030 -0.094 0.106
O 0.07574 2.70881 -2.09605 0.068 0.086 -0.177
C 0.08437 4.95501 -0.73155 0.001 0.017 -0.004
C 0.81954 6.09533 -0.44657 -0.014 -0.010 -0.004
C 0.73171 6.65311 0.82290 -0.009 -0.004 0.004
C -0.07294 6.05896 1.78596 -0.003 0.001 0.000
C -0.79239 4.90612 1.48957 -0.012 0.016 0.026
C -0.71578 4.34843 0.22445 0.037 -0.001 0.036
H -2.12898 4.35702 -2.37177 -0.015 -0.002 0.016
H -1.41188 4.33294 -4.01410 -0.011 0.003 -0.008
H -1.34142 5.82662 -3.03664 0.011 -0.006 0.002
H 1.45804 6.53839 -1.20198 -0.001 0.000 0.001
H 1.29565 7.54559 1.05994 -0.003 0.001 0.000
H -0.13637 6.49423 2.77500 0.002 -0.002 -0.001
H -1.40586 4.43303 2.24565 0.010 -0.005 -0.003
H -1.23134 3.42577 -0.00636 -0.022 -0.028 -0.006
```
Forces are in eV/Å.

Calculated values
HOMO (spin up / spin down)	-10.3 / -10.2	eV
orbital gap (spin up / spin down)	7.39 / 5.30	eV
total charge	+1
<S²>	0.763
electronic energy	-98942.6319	eV
multiplicity	2

Mulliken population analysis, charges in e, atoms 1 to 5: 1.100 -0.264 -0.641 -1.327 -1.073

Entry 4:
Below is 2 unconnected molecules or ions with the total composition C5H17N2O, with properties calculated with ωB97M-V/def2-TZVPD.

```
25
Properties=species:S:1:pos:R:3:forces:R:3
C -0.35941 -0.61230 -1.79263 -0.288 -0.223 -0.064
N 1.06213 -0.80525 -1.53181 0.196 0.088 -0.261
C 1.89752 -0.02736 -2.48551 -0.674 0.238 1.004
C -0.94120 0.39944 -0.83010 -0.321 -0.218 0.409
N -0.77619 -0.02867 0.62152 0.222 1.645 -0.882
C -0.91162 1.19094 1.49307 -1.863 -0.028 -0.244
C -1.35918 0.88976 2.92375 1.307 -0.752 0.060
H -0.96916 -1.52137 -1.75245 0.434 -0.219 0.331
H -0.53392 -0.27419 -2.81367 -0.036 0.341 -0.129
H 1.31067 -1.78108 -1.63580 -0.154 -0.044 0.012
H 1.55231 1.00935 -2.47595 -0.149 -0.071 -0.163
H 1.78918 -0.43704 -3.48759 0.494 0.123 -0.155
H 2.90278 0.03909 -2.07825 0.244 -0.391 -0.488
H -2.01427 0.52597 -0.97599 0.057 0.132 -0.141
H -0.45772 1.36833 -0.89258 0.128 0.076 -0.187
H 0.18265 -0.42224 0.71752 -0.465 -0.710 0.373
H -1.54110 -0.64432 0.87087 0.396 -0.652 0.078
H -1.73440 1.76841 1.06179 0.021 -0.180 -0.262
H -0.07628 1.83490 1.30791 0.895 -0.053 0.467
H -1.52368 -0.16797 3.15207 0.418 -0.116 -0.344
H -0.62315 1.24663 3.63597 -0.127 0.100 0.208
H -2.31461 1.30264 3.10866 -0.802 0.875 0.269
H 1.89164 -1.79700 2.04739 0.532 -0.242 0.956
H 2.11082 -1.43872 0.57110 -0.137 -0.045 0.075
O 1.43617 -1.61796 1.24074 -0.330 0.326 -0.921
```
Forces are in eV/Å.

Calculated values
HOMO	-13.3	eV
orbital gap	10.60	eV
total charge	+1
electronic energy	-10482.0739	eV

Mulliken population analysis, charges in e, atoms 1 to 5: -0.829 -0.245 -1.023 -0.621 -0.065